[1]
DFT (ωB97M-V/def2-TZVPD) results for a molecular structure, C41H54ClN6O3PSTa.

```
! wB97M-V def2-TZVPD RIJCOSX def2/J DEFGRID3
* xyz 3 1
Ta -1.075 0.178 0.847
O -1.405 4.220 -0.047
C -1.048 3.169 0.399
N -1.661 1.933 0.134
C -3.023 2.008 -0.414
C -3.942 1.296 0.543
C -5.307 1.511 0.583
C -6.073 0.793 1.485
C -5.453 -0.124 2.323
C -4.087 -0.287 2.229
N -3.340 0.412 1.359
C 0.111 3.009 1.319
C 0.786 4.091 1.839
C 1.836 3.849 2.715
C 2.159 2.537 3.028
C 1.427 1.508 2.464
N 0.414 1.739 1.616
H -3.061 1.517 -1.388
H -3.294 3.052 -0.565
H -5.758 2.241 -0.076
H -7.143 0.950 1.540
H -6.017 -0.705 3.039
H -3.567 -1.000 2.854
H 0.482 5.088 1.551
H 2.393 4.671 3.145
H 2.971 2.306 3.703
H 1.651 0.473 2.691
Cl -4.415 -4.785 -3.887
C -3.699 -3.574 -2.914
C -3.974 -2.229 -3.154
C -3.397 -1.229 -2.381
C -2.545 -1.577 -1.353
O -1.944 -0.637 -0.580
C -2.262 -2.924 -1.094
C -1.383 -3.320 -0.019
O -0.833 -2.555 0.778
C -2.841 -3.920 -1.884
H -4.642 -1.964 -3.963
H -3.609 -0.192 -2.601
H -1.208 -4.400 0.083
H -2.618 -4.962 -1.689
C 4.467 2.727 -1.769
C 3.047 3.199 -2.125
C 1.995 2.443 -1.298
C 2.461 0.992 -1.114
C 3.647 0.991 -0.126
C 4.515 2.252 -0.319
P 1.138 -0.264 -0.833
C 1.954 -1.842 -0.318
C 2.223 -1.880 1.195
C 2.570 -3.303 1.663
C 3.412 -4.062 0.624
C 4.190 -3.083 -0.243
C 3.222 -2.271 -1.111
C 0.441 -0.600 -2.511
C 1.486 -1.035 -3.584
C 1.640 -0.003 -4.700
C 0.320 0.215 -5.446
C -0.880 0.158 -4.483
C -0.437 0.534 -3.069
H 5.184 3.528 -1.937
H 4.773 1.906 -2.425
H 2.857 3.061 -3.192
H 2.945 4.268 -1.929
H 1.008 2.532 -1.752
H 1.934 2.904 -0.315
H 2.839 0.654 -2.087
H 4.264 0.105 -0.273
H 3.292 0.952 0.906
H 5.537 2.035 -0.011
H 4.162 3.058 0.332
H 1.179 -2.586 -0.518
H 1.347 -1.518 1.748
H 3.049 -1.207 1.432
H 1.652 -3.864 1.866
H 3.110 -3.240 2.609
H 2.765 -4.663 -0.023
H 4.079 -4.763 1.124
H 4.888 -3.609 -0.892
H 4.794 -2.423 0.387
H 2.908 -2.892 -1.950
H 3.746 -1.418 -1.540
H -0.216 -1.457 -2.326
H 1.145 -1.977 -4.023
H 2.458 -1.247 -3.149
H 2.415 -0.335 -5.390
H 1.996 0.943 -4.281
H 0.202 -0.539 -6.225
H 0.346 1.181 -5.951
H -1.303 -0.852 -4.461
H -1.675 0.822 -4.826
H -1.291 0.724 -2.417
H 0.126 1.465 -3.124
C -3.300 1.731 5.861
C -1.879 1.802 5.288
C -1.525 0.572 4.525
N -1.300 0.512 3.265
N -1.040 -0.755 2.788
C -1.053 -1.686 3.751
N -0.810 -2.962 3.535
S -1.410 -0.999 5.296
H -3.522 2.652 6.395
H -3.408 0.907 6.567
H -4.038 1.611 5.067
H -1.156 1.936 6.096
H -1.774 2.647 4.606
H -0.535 -3.227 2.594
H -0.777 -3.628 4.291
*
```

M in g/mol: 958.364
E in eV: -92655.7123
ΔE to the lowest compared entry with this formula, charge and spin in kJ/mol: 101.9
F_max in eV/A: 0.3

***

[2]
DFT (ωB97M-V/def2-TZVPD) results for 2 unconnected molecules or ions with the total composition C4H6INO.

```
! wB97M-V def2-TZVPD RIJCOSX def2/J DEFGRID3
* xyz 0 1
C 0.516 1.493 0.520
C 1.738 1.279 0.938
C -1.293 -1.415 0.327
C -0.245 -0.757 -1.738
N -2.321 -1.708 0.893
O -0.610 -1.498 -0.679
I 3.153 0.584 -0.399
H 0.040 1.305 -0.505
H -0.197 1.995 1.158
H 0.361 -1.330 -2.455
H 2.052 1.542 1.917
H -0.758 0.093 -1.876
H -2.438 -1.585 1.898
*
```

M in g/mol: 211.002
E in eV: -15877.1736
ΔE to the lowest compared entry with this formula, charge and spin in kJ/mol: 641.1
F_max in eV/A: 3.6

***

[3]
DFT (ωB97M-V/def2-TZVPD) results for a molecular structure, C17H25BBr36N3O.

```
! wB97M-V def2-TZVPD RIJCOSX def2/J DEFGRID3
* xyz 1 1
C 4.415 3.754 -1.004
B 3.556 4.074 -2.276
O 3.815 5.229 -3.007
C 2.407 3.130 -2.856
C 1.726 2.189 -1.858
N 0.773 2.912 -0.974
C 0.172 4.057 -1.367
N -0.857 4.531 -0.593
N 0.593 4.715 -2.457
C 1.273 3.918 -3.523
H 3.963 3.036 -0.309
H 4.596 4.685 -0.446
H 5.398 3.374 -1.316
H 3.680 6.046 -2.501
H 2.852 2.498 -3.646
H 2.445 1.677 -1.210
H 1.180 1.397 -2.379
H 1.055 2.969 0.002
H -1.681 3.978 -0.394
H -0.840 5.498 -0.289
H -0.130 5.353 -2.793
H 1.598 4.568 -4.338
H 0.522 3.216 -3.911
C -2.433 3.468 2.902
Br -1.923 5.324 3.016
Br -3.096 2.804 4.568
Br -3.723 3.177 1.499
H -1.546 2.902 2.649
C 3.142 -1.698 -2.329
Br 3.915 -1.780 -0.580
Br 1.226 -1.525 -2.247
Br 3.943 -0.290 -3.377
H 3.354 -2.634 -2.830
C 4.800 -6.193 -1.515
Br 5.610 -5.987 0.219
Br 2.885 -6.062 -1.453
Br 5.563 -4.984 -2.804
H 5.034 -7.196 -1.846
C -5.054 1.195 7.928
Br -3.611 0.088 7.293
Br -4.555 3.055 7.978
Br -6.644 0.919 6.884
H -5.271 0.896 8.944
C 4.642 -1.863 3.845
Br 3.001 -1.921 4.835
Br 4.690 -3.201 2.470
Br 4.977 -0.114 3.114
H 5.449 -2.082 4.532
C -0.091 -7.868 -4.346
Br 0.176 -6.026 -3.852
Br 1.586 -8.759 -4.639
Br -1.166 -8.784 -3.046
H -0.632 -7.876 -5.283
C 8.572 -4.162 2.184
Br 8.151 -3.080 3.715
Br 9.476 -3.144 0.832
Br 9.549 -5.737 2.675
H 7.628 -4.482 1.760
C -4.409 -2.534 3.532
Br -3.021 -3.671 2.845
Br -3.832 -0.702 3.630
Br -6.029 -2.707 2.514
H -4.625 -2.858 4.541
C -4.340 -5.897 -0.827
Br -3.857 -6.815 0.790
Br -6.180 -5.345 -0.811
Br -3.159 -4.421 -1.187
H -4.226 -6.600 -1.640
C -11.127 0.902 6.345
Br -11.765 1.319 8.107
Br -9.893 2.234 5.710
Br -10.345 -0.853 6.272
H -11.979 0.906 5.680
C 1.903 0.774 -7.040
Br 0.188 0.948 -6.181
Br 3.159 2.060 -6.341
Br 2.566 -1.019 -6.926
H 1.766 1.007 -8.088
C -4.214 5.892 -2.236
Br -3.711 6.301 -0.424
Br -5.834 6.770 -2.739
Br -2.787 6.297 -3.481
H -4.385 4.826 -2.293
*
```

M in g/mol: 3174.763
E in eV: -2546750.5303
ΔE to the lowest compared entry with this formula, charge and spin in kJ/mol: 0.0
F_max in eV/A: 1.4

***

[4]
DFT (ωB97M-V/def2-TZVPD) results for 13 unconnected molecules or ions with the total composition H26O13.

```
! wB97M-V def2-TZVPD RIJCOSX def2/J DEFGRID3
* xyz 0 1
H -0.498 -0.022 -0.956
H 0.491 -0.433 0.123
H -2.842 -1.785 4.456
H -1.610 -1.025 3.992
H 0.117 -2.770 3.065
H -0.506 -3.280 1.777
H -4.143 -1.327 -2.055
H -5.082 -1.977 -3.058
H 2.134 -2.636 -2.269
H 2.899 -3.819 -2.839
H 2.240 1.749 -1.166
H 1.306 2.803 -1.736
H -2.311 -0.120 0.380
H -3.533 -0.901 -0.074
H 5.632 0.506 -1.244
H 4.503 -0.429 -0.843
H -5.217 1.112 -0.575
H -3.991 1.922 -0.184
H -1.623 3.419 -0.256
H -1.593 3.621 -1.762
H 2.369 -0.666 0.142
H 2.466 -1.958 0.937
H -0.433 3.064 1.442
H 0.938 3.474 1.953
H 3.059 2.136 0.917
H 3.002 1.386 2.238
O -0.333 0.049 -0.009
O -2.540 -1.168 3.780
O -0.033 -2.526 2.145
O -4.167 -1.988 -2.756
O 2.260 -3.585 -2.157
O 2.223 2.508 -1.760
O -2.605 -1.011 0.161
O 5.427 -0.227 -0.654
O -4.280 1.219 -0.776
O -2.196 3.594 -1.010
O 2.460 -1.620 0.035
O 0.507 2.987 1.242
O 3.555 1.512 1.459
*
```

M in g/mol: 234.195
E in eV: -27038.5750
ΔE to the lowest compared entry with this formula, charge and spin in kJ/mol: 325.4
F_max in eV/A: 1.1

***

[5]
DFT (ωB97M-V/def2-TZVPD) results for a single C4H7NOS2 molecule.

```
! wB97M-V def2-TZVPD RIJCOSX def2/J DEFGRID3
* xyz 0 1
N 0.852 0.872 1.375
C 0.226 1.010 -0.023
C 0.677 0.417 -1.310
C -0.606 0.051 -0.538
O -1.947 0.689 -0.687
C -0.703 -1.196 0.207
S -1.903 -1.335 1.520
S 0.839 -2.212 -0.181
H 1.394 -0.039 1.074
H 1.545 1.612 1.512
H -0.193 2.099 -0.169
H 1.277 -0.381 -1.479
H 0.220 1.027 -2.103
H -2.156 0.777 0.451
H 0.477 -3.391 0.352
*
```

M in g/mol: 149.240
E in eV: -29464.6019
ΔE to the lowest compared entry with this formula, charge and spin in kJ/mol: 500.6
F_max in eV/A: 8.2
Structure (SMILES): N[C@H]1C[C@@]1(O)C(=S)S

***

[6]
DFT (ωB97M-V/def2-TZVPD) results for a molecular structure, C19H20CoN4S3Sb.

```
! wB97M-V def2-TZVPD RIJCOSX def2/J DEFGRID3
* xyz 1 2
Co 0.409 0.257 -0.343
C -2.489 -0.480 -0.417
C -2.572 0.518 -1.560
C -1.886 1.832 -1.283
C -2.414 3.005 -1.803
C -1.811 4.216 -1.516
C -0.700 4.230 -0.690
C -0.216 3.028 -0.222
N -0.781 1.845 -0.521
N -1.170 -1.114 -0.256
C -0.854 -2.091 -1.309
C 0.631 -2.366 -1.283
C 1.202 -3.416 -1.974
C 2.570 -3.619 -1.865
C 3.310 -2.793 -1.037
C 2.665 -1.759 -0.384
N 1.358 -1.528 -0.529
C -1.114 -1.779 1.066
C -0.554 -0.879 2.139
C -0.828 -1.091 3.480
C -0.201 -0.291 4.422
C 0.671 0.697 3.993
C 0.874 0.857 2.635
N 0.275 0.082 1.727
H -3.254 -1.256 -0.541
H -2.700 0.045 0.517
H -3.629 0.726 -1.728
H -2.199 0.100 -2.498
H -3.301 2.957 -2.419
H -2.212 5.136 -1.922
H -0.198 5.149 -0.424
H 0.663 2.989 0.405
H -1.145 -1.701 -2.285
H -1.410 -3.023 -1.151
H 0.584 -4.066 -2.580
H 3.047 -4.425 -2.406
H 4.374 -2.929 -0.906
H 3.195 -1.091 0.280
H -0.468 -2.656 0.994
H -2.107 -2.138 1.354
H -1.516 -1.871 3.778
H -0.391 -0.439 5.477
H 1.187 1.338 4.693
H 1.543 1.616 2.246
S 3.293 3.388 0.873
Sb 4.749 2.690 -0.634
S 3.764 0.793 -1.757
S 1.757 1.310 -1.834
*
```

M in g/mol: 581.291
⟨S²⟩: 0.861
E in eV: -102655.4271
F_max in eV/A: 0.6

***

[7]
DFT (ωB97M-V/def2-TZVPD) results for a single C4H5N5O3 molecule.

```
! wB97M-V def2-TZVPD RIJCOSX def2/J DEFGRID3
* xyz 0 1
O 1.871 -0.373 -2.020
C 1.225 -1.077 -1.258
C 0.392 -0.680 -0.146
C -0.001 0.550 0.348
N 0.084 1.832 -0.189
O 0.097 2.821 0.584
N -0.276 1.911 -1.429
N 0.345 1.654 -2.467
O -0.038 1.512 -3.583
N -0.658 0.408 1.528
C -0.900 -0.985 1.793
N -0.192 -1.647 0.702
H 1.250 -2.179 -1.354
H -1.030 1.198 2.026
H -1.982 -1.214 1.733
H -0.540 -1.275 2.792
H 0.355 -2.457 0.942
*
```

M in g/mol: 171.116
E in eV: -17814.0262
ΔE to the lowest compared entry with this formula, charge and spin in kJ/mol: 437.5
F_max in eV/A: 3.2
Structure (SMILES): O=CC1=C(/[N+]([O-])=N\N=O)NCN1

***

[8]
DFT (ωB97M-V/def2-TZVPD) results for a molecular structure, C19H19N7O3PSTc.

```
! wB97M-V def2-TZVPD RIJCOSX def2/J DEFGRID3
* xyz 3 4
Tc 0.058 -0.712 0.438
C 0.810 -0.576 -5.011
N 0.776 -0.125 -3.604
C 1.099 1.142 -3.184
C 0.948 1.174 -1.834
N 0.511 -0.079 -1.445
C 0.415 -0.850 -2.540
P -0.071 -2.616 -2.505
C -1.575 -2.381 -1.491
N -1.597 -1.665 -0.357
C -2.880 -1.714 0.149
C -3.627 -2.465 -0.703
N -2.799 -2.872 -1.720
C -3.232 -3.686 -2.873
C 1.022 -3.048 -1.089
N 1.123 -2.345 0.056
C 2.104 -2.913 0.846
C 2.577 -3.987 0.166
N 1.905 -4.048 -1.033
C 2.123 -5.093 -2.055
H 1.136 0.260 -5.621
H -0.185 -0.881 -5.325
H 1.517 -1.394 -5.119
H 1.417 1.908 -3.872
H 1.121 1.980 -1.137
H -3.167 -1.235 1.070
H -4.668 -2.744 -0.668
H -4.135 -4.217 -2.590
H -2.460 -4.409 -3.122
H -3.441 -3.040 -3.722
H 2.383 -2.527 1.811
H 3.336 -4.704 0.434
H 3.019 -5.643 -1.783
H 2.270 -4.634 -3.028
H 1.274 -5.772 -2.071
O 3.714 1.091 1.861
S 2.389 1.585 1.908
O 1.920 2.604 1.030
N 1.308 0.248 1.658
C 0.459 0.098 2.710
O -0.500 -0.729 2.423
C 0.721 0.920 3.844
C 0.087 0.941 5.083
C 0.551 1.847 6.026
C 1.613 2.699 5.731
C 2.256 2.689 4.485
C 1.790 1.792 3.561
H -0.730 0.267 5.304
H 0.088 1.892 7.002
H 1.956 3.395 6.486
H 3.076 3.362 4.275
*
```

M in g/mol: 554.448
⟨S²⟩: 3.773
E in eV: -58880.6592
ΔE to the lowest compared entry with this formula, charge and spin in kJ/mol: 35.1
F_max in eV/A: 0.4